1.
93
Properties=species:S:1:pos:R:3:mulliken_charge:R:1 method="wB97M-V/def2-TZVPD" multiplicity=1 homo_ev="-6.36 / -6.36" total_energy_ha=-2672.25474 total_charge=0 mol_weight_g_mol=825.346
C 2.798 2.215 -3.074 -0.75
C -3.251 4.975 -1.184 -0.43
C 2.182 -0.008 2.482 1.26
H -3.653 7.059 -1.406 0.39
C -0.620 -2.003 3.517 -1.32
O 0.634 -1.259 -1.606 -0.51
C -1.591 2.576 -1.552 0.19
H -1.611 -4.061 2.928 0.29
H -1.190 -2.651 4.159 0.76
H 0.663 -3.093 0.993 0.17
H -5.368 1.227 -0.191 0.83
H 3.306 0.147 -3.264 0.52
C 4.304 -0.968 3.406 -0.03
C 0.509 2.219 -2.130 0.16
C -2.234 -1.753 1.503 0.24
H -4.917 2.907 0.900 0.53
H -5.005 -4.827 -0.550 0.38
C 5.090 -0.352 5.592 -0.37
H 1.193 -1.609 4.685 0.61
C 0.928 -0.579 2.717 -0.27
H 5.170 2.786 -6.078 0.38
H 0.075 -4.363 -0.090 0.55
H 4.409 -1.543 2.494 0.54
H -1.516 -4.046 -1.798 0.46
H 6.081 -1.753 4.304 0.38
H -0.538 -3.776 -4.267 0.43
H 2.733 -3.916 0.165 0.42
N -2.212 0.416 0.327 0.16
H -6.182 4.937 1.300 0.38
C 3.799 1.464 -0.399 -1.47
C 3.007 3.498 -3.572 -0.19
H 2.512 4.339 -3.104 0.53
C 3.472 1.142 -3.657 -0.07
Pd -0.247 0.606 0.249 1.04
H 4.589 1.849 -1.022 0.53
C 3.200 -0.133 3.557 -0.34
N 1.706 0.900 0.264 0.44
C 2.415 1.410 -0.767 -0.09
C -2.387 -4.185 2.191 -0.25
H 2.099 -4.194 -1.461 0.29
C -4.435 0.777 0.105 -1.44
H 0.600 -4.328 -3.035 0.23
H -2.623 -6.243 2.697 0.43
C 2.051 -3.536 -0.595 -1.10
C -4.271 -0.457 0.673 -1.33
C -5.032 6.133 -0.056 -0.38
C -1.064 -3.171 -2.265 -0.72
H -1.857 -2.540 -2.671 0.45
C -0.043 -3.503 -3.336 -1.11
H 2.186 1.230 4.861 0.48
C -3.134 1.320 -0.115 -0.06
C -2.948 -5.440 2.047 -1.08
H 4.028 4.703 -5.020 0.39
H 4.774 0.915 1.486 0.58
C 5.240 -1.082 4.422 -0.87
C 4.509 2.626 -5.235 -0.42
N -0.454 1.958 -1.189 -0.06
H -5.576 7.045 0.152 0.38
H 2.384 -2.542 -0.900 0.10
H 0.578 -2.624 -3.519 0.21
H -3.986 -2.617 -0.330 0.55
H -4.387 -6.652 0.998 0.41
C 4.315 1.345 -4.737 -0.81
C -1.383 3.211 -2.827 -1.56
C 0.586 -1.439 3.811 -1.03
H 5.825 -0.438 6.381 0.39
C 3.047 0.585 4.740 0.02
C -4.667 3.788 0.332 -0.49
C -3.920 -5.680 1.086 -0.48
C -3.957 6.135 -0.931 -1.04
S -0.357 -2.129 -0.912 0.91
C -5.371 4.950 0.583 -1.06
H 4.819 0.502 -5.193 0.40
H -5.048 -1.123 1.006 0.74
C -3.604 3.746 -0.591 1.03
C -1.046 -1.470 2.254 -0.23
C 3.889 0.995 0.879 -1.28
H -2.139 3.709 -3.410 0.76
C -3.724 -3.390 0.376 -0.32
H 0.391 3.271 -4.107 0.67
H 3.862 1.039 6.668 0.39
C 1.861 1.930 -1.961 1.62
C 2.565 0.609 1.275 0.15
H -2.387 5.032 -1.825 0.45
N -0.112 -0.589 1.825 0.50
C 0.641 -3.433 -0.043 -0.55
C -2.797 2.539 -0.774 0.74
C -0.097 2.965 -3.198 -0.94
C -2.867 -0.667 0.821 -0.09
C 3.991 0.479 5.751 -0.85
C -2.793 -3.098 1.395 1.55
C 3.864 3.701 -4.643 -0.79
C -4.281 -4.646 0.235 -1.18

---

2.
98
Properties=species:S:1:pos:R:3:mulliken_charge:R:1 method="wB97M-V/def2-TZVPD" multiplicity=1 homo_ev=-7.15 total_energy_ha=-5101.25632 total_charge=0 mol_weight_g_mol=882.804 relative_energy_kcal_mol=8.3
C -2.096 1.606 -4.302 -0.84
H 2.193 -4.455 -5.111 0.39
H 4.777 -2.010 3.321 0.42
C 2.997 1.518 -1.015 -0.25
P 1.861 -1.013 -0.597 1.79
C -4.101 -3.993 -0.893 -1.09
C -1.204 2.298 -2.173 -0.08
C -3.566 -1.601 -0.587 -0.69
H 0.881 -2.358 -5.182 0.44
H 0.057 4.038 -2.216 0.47
C 0.057 3.201 0.255 -0.51
Cl -6.609 -5.016 -0.837 -0.26
H -0.141 4.348 -4.653 0.43
C 5.474 0.540 -1.804 -0.94
H -2.022 1.524 2.214 0.46
H 4.191 -0.754 1.280 0.34
H 2.201 1.576 4.530 0.27
H 0.734 -0.925 -3.176 0.43
C -1.973 1.414 -2.936 -0.24
C 3.909 -2.300 2.741 -0.67
C 3.226 0.135 -1.005 -0.36
C 0.856 0.081 2.646 -1.27
H 2.610 5.450 2.084 0.42
C 2.352 3.765 0.797 -0.84
C 1.437 2.981 0.114 0.16
H -2.459 0.580 -2.440 0.27
C -5.093 2.790 1.562 -0.63
N -0.233 -0.526 2.095 1.74
C -1.764 -3.301 -0.976 -0.73
H -1.436 4.469 1.114 0.53
H -4.182 1.956 3.321 0.43
C -4.908 3.130 0.231 -0.81
C 3.982 2.396 -1.455 -0.35
P -1.026 1.904 -0.408 2.13
C 1.894 4.833 1.556 -0.93
C 3.587 -1.599 1.583 -0.87
H -5.297 -0.369 -0.265 0.45
C -4.972 -1.388 -0.445 -0.63
C -0.544 3.350 -2.799 -0.53
C -1.123 -1.173 2.837 0.39
N -2.194 -1.663 2.212 0.29
C 2.266 0.490 4.593 -0.89
C -0.931 -1.340 4.243 -1.35
C -2.831 1.987 1.660 0.00
H 3.261 -3.651 -1.047 0.41
H -3.552 3.171 -1.429 0.46
C -0.374 4.287 1.005 -0.83
H 6.440 0.158 -2.108 0.45
C 0.187 -0.803 4.773 -0.21
H 0.426 -0.885 5.825 0.38
C 0.541 5.115 1.643 -0.89
H -6.934 -2.231 -0.414 0.44
C -5.434 -3.731 -0.749 0.12
H -6.048 2.965 2.041 0.37
O -0.801 -2.545 -0.958 -0.29
C 2.478 -1.966 0.828 -0.09
C 5.218 1.903 -1.836 -0.75
C -3.684 2.905 -0.387 -0.84
O -2.741 -0.635 -0.475 0.53
H -2.962 -2.044 2.734 0.28
H 5.980 2.591 -2.180 0.42
H 1.403 -4.576 2.717 0.43
Cu -0.432 -0.373 -0.010 0.67
H -2.699 0.922 -4.886 0.47
C 4.474 -0.334 -1.409 0.07
H -1.581 -4.383 -1.143 0.20
H 3.382 -3.915 4.052 0.40
C 3.127 -3.369 3.151 -0.61
C -4.046 2.223 2.280 -0.83
N 1.074 -0.119 4.021 0.53
O 1.733 1.922 -0.694 1.19
C 1.336 -1.828 -3.157 -0.67
C 2.018 -3.741 2.401 -0.77
C 2.144 -3.816 -4.238 -0.55
C 2.806 -4.178 -3.074 -0.75
C 2.011 -2.178 -1.989 0.89
H -3.758 -5.007 -1.068 0.44
C -2.638 2.326 0.321 0.47
C 2.744 -3.360 -1.954 -0.40
O 1.652 0.757 2.019 -0.32
C 1.410 -2.638 -4.279 -0.67
H 0.194 5.960 2.224 0.42
C -0.660 3.527 -4.173 -0.80
H -5.720 3.574 -0.332 0.40
H 4.656 -1.402 -1.422 0.49
H 3.141 0.167 4.034 0.24
H -1.527 2.800 -5.994 0.39
H -2.381 -1.277 1.285 -0.65
H 0.812 -3.312 0.674 0.39
C -1.437 2.660 -4.924 -0.54
H 3.766 3.453 -1.521 0.56
C -3.153 -2.956 -0.817 1.86
H 3.373 -5.100 -3.036 0.41
C -5.873 -2.417 -0.525 -0.85
H 3.407 3.539 0.753 0.61
C 1.690 -3.041 1.250 -0.33
H 2.359 0.183 5.632 0.35
H -1.644 -1.876 4.850 0.49